# 1
Below is C18H23O as an isolated structure, with properties calculated with ωB97M-V/def2-TZVPD.

Calculated values
E = -774.66781 hartree
charge = +1
relative energy (zero: lowest compared OMol25 entry of this formula, charge and spin) = 0.0 kcal/mol
max |F| = 0.48 eV/Å
E_HOMO = -12.43 eV

Atoms and positions in Å:
C 3.817 -0.136 -3.911
C 2.954 0.059 -2.702
C 3.199 -0.696 -1.552
C 2.379 -0.575 -0.441
C 1.268 0.295 -0.456
C 0.389 0.297 0.723
C -0.170 1.498 1.353
C -0.617 1.387 2.689
C -1.406 2.382 3.255
C -1.731 3.525 2.511
C -1.156 3.713 1.249
C -0.319 2.740 0.700
C 1.010 1.043 -1.622
C 1.884 0.963 -2.705
H 3.601 0.619 -4.672
H 4.881 -0.080 -3.652
H 3.651 -1.126 -4.357
H 4.046 -1.384 -1.534
H 2.584 -1.151 0.464
H 0.586 -0.515 1.420
H -0.342 0.500 3.266
H -1.777 2.258 4.274
H -2.411 4.268 2.924
H -1.361 4.623 0.683
H 0.209 2.936 -0.232
H 0.129 1.682 -1.684
H 1.732 1.596 -3.581
C -2.049 -1.682 1.969
C -1.713 -1.839 0.506
C -0.673 -2.921 0.257
C -2.971 -2.079 -0.323
O -1.157 -0.532 0.044
H -2.790 -0.884 2.109
H -2.485 -2.617 2.346
H -1.160 -1.462 2.569
H -0.513 -3.056 -0.822
H 0.282 -2.673 0.737
H -1.028 -3.876 0.670
H -2.711 -2.174 -1.384
H -3.483 -2.998 -0.011
H -3.660 -1.236 -0.192
H -0.917 -0.694 -0.886

Atomic partial charges in e from the Mulliken method, atoms 1 to 8: -1.42 1.03 -0.78 -0.58 0.62 -0.33 0.47 -0.26



# 2
Below is a 14-piece molecular cluster, C18H24BCl39F3N overall, with properties calculated with ωB97M-V/def2-TZVPD.

Calculated values
E = -19026.88921 hartree
charge = 0
max |F| = 3.43 eV/Å
E_HOMO = -10.21 eV

Atoms and positions in Å:
C 2.053 0.282 -2.849
C 1.107 1.577 -2.842
C -0.394 1.018 -2.959
C -1.441 2.217 -2.783
N -2.823 1.659 -2.958
B -3.301 1.016 -1.723
C -4.078 -0.420 -1.746
F -4.586 -0.741 -0.491
F -5.086 -0.491 -2.704
F -3.170 -1.460 -2.045
H 2.889 0.340 -3.599
H 2.443 0.121 -1.808
H 1.418 -0.629 -3.093
H 1.355 2.310 -3.665
H 1.130 2.121 -1.843
H -0.548 0.469 -3.947
H -0.479 0.260 -2.116
H -1.303 2.626 -1.741
H -1.216 3.059 -3.505
H -2.700 0.913 -3.664
H -3.090 1.522 -0.675
C 3.691 0.368 2.658
Cl 4.315 -0.817 1.504
Cl 4.813 1.722 2.821
Cl 2.089 0.943 2.165
H 3.597 -0.116 3.626
C 4.518 3.579 6.278
Cl 3.571 2.125 5.940
Cl 6.095 3.149 6.954
Cl 4.715 4.553 4.815
H 3.981 4.174 7.012
C -0.885 -2.111 0.977
Cl -1.608 -2.992 2.329
Cl -1.078 -0.369 1.208
Cl 0.827 -2.521 0.797
H -1.400 -2.402 0.065
C -0.535 2.482 5.891
Cl -2.238 2.952 5.824
Cl -0.003 1.841 4.330
Cl 0.467 3.856 6.379
H -0.426 1.698 6.636
C 3.565 0.032 9.635
Cl 2.972 -1.388 10.505
Cl 4.900 -0.408 8.563
Cl 2.257 0.793 8.720
H 3.934 0.749 10.363
C -4.634 3.596 -6.072
Cl -4.639 4.225 -4.418
Cl -4.614 4.922 -7.241
Cl -3.251 2.520 -6.330
H -5.545 3.022 -6.221
C -6.630 -2.370 -5.484
Cl -7.102 -3.697 -4.413
Cl -5.369 -2.893 -6.609
Cl -8.034 -1.754 -6.368
H -6.231 -1.565 -4.873
C 7.303 6.776 8.098
Cl 5.536 6.861 8.100
Cl 7.988 8.115 7.169
Cl 7.928 6.782 9.752
H 7.598 5.844 7.624
C -1.424 -3.962 -3.693
Cl -3.188 -3.929 -3.597
Cl -0.827 -2.716 -4.798
Cl -0.736 -3.777 -2.065
H -1.117 -4.932 -4.075
C -9.889 1.506 -8.125
Cl -8.125 1.386 -8.083
Cl -10.627 -0.090 -7.933
Cl -10.467 2.613 -6.873
H -10.181 1.903 -9.093
C -7.486 -6.867 -7.408
Cl -8.093 -7.619 -5.927
Cl -7.722 -5.117 -7.359
Cl -5.777 -7.258 -7.648
H -8.048 -7.265 -8.249
C 8.176 -0.831 3.856
Cl 7.891 0.708 3.036
Cl 7.362 -0.857 5.428
Cl 7.632 -2.182 2.855
H 9.244 -0.938 4.023
C 8.567 -6.047 4.034
Cl 6.865 -5.572 3.971
Cl 9.090 -6.695 2.474
Cl 9.581 -4.678 4.510
H 8.675 -6.828 4.782

Atomic partial charges in e from the Mulliken method, atoms 1 to 8: -0.74 -0.45 -0.12 -0.76 0.03 -0.15 0.60 -0.25



# 3
Below is C18H24BF2N5O5S as an isolated structure, with properties calculated with ωB97M-V/def2-TZVPD.

Calculated values
E = -1972.79147 hartree
charge = 0
max |F| = 4.88 eV/Å
E_HOMO = -8.90 eV

Atoms and positions in Å:
C 6.146 0.760 -0.960
N 5.350 -0.467 -1.355
C 6.374 -1.532 -1.596
B 4.447 -0.887 -0.250
O 4.994 -1.598 0.849
C 2.857 -0.548 -0.381
C 1.841 -1.605 -0.447
C 2.395 -3.080 -0.349
N 3.010 -3.390 -1.695
C 0.338 -1.320 -0.579
C -0.680 -2.487 -0.666
C -1.263 -2.788 0.872
C -1.776 -4.362 1.098
O -0.438 -3.675 1.673
C -0.101 0.066 -0.626
N -1.472 0.545 -0.711
C -2.201 0.449 0.517
O -1.639 0.428 1.571
F -3.588 0.437 0.574
C -2.192 0.077 -1.874
O -1.854 0.464 -2.947
F -3.259 -0.797 -1.813
C 0.964 1.134 -0.547
N 0.785 2.508 -0.572
S 2.246 3.300 -0.477
N 3.304 2.006 -0.384
C 2.476 0.913 -0.438
H 5.952 1.548 -1.733
H 5.830 1.082 0.068
H 7.232 0.477 -0.915
H 7.075 -1.133 -2.385
H 5.907 -2.506 -1.930
H 7.013 -1.747 -0.686
H 4.355 -1.443 1.577
H 1.582 -3.830 -0.145
H 3.141 -3.195 0.489
H 2.601 -4.274 -2.018
H 2.616 -2.689 -2.339
H -0.197 -3.460 -0.957
H -1.577 -2.309 -1.310
H -1.876 -1.949 1.385
H -1.787 -4.439 -0.066
H -1.174 -5.302 1.180
C -4.959 4.022 0.857
C -5.616 2.834 1.533
C -6.137 3.453 2.817
O -6.440 4.823 2.523
C -5.890 5.157 1.243
H -4.850 3.909 -0.223
H -3.966 4.190 1.285
H -6.453 2.477 0.924
H -4.941 1.998 1.707
H -5.374 3.439 3.603
H -7.032 2.952 3.192
H -6.720 5.247 0.534
H -5.378 6.119 1.303

Atomic partial charges in e from the Mulliken method, atoms 1 to 8: -0.87 -0.22 -1.05 0.75 -0.69 0.77 -0.33 -1.25



# 4
Below is a 3-piece molecular cluster, C18H24BNO12S2 overall, with properties calculated with ωB97M-V/def2-TZVPD.

Calculated values
E = -2478.92618 hartree
charge = 0
max |F| = 4.76 eV/Å
E_HOMO = -8.92 eV

Atoms and positions in Å:
C 2.400 -0.835 -0.858
C 2.657 0.457 -1.815
C 1.279 1.288 -2.064
O 0.794 1.628 -0.749
C -0.347 2.499 -0.790
C -1.740 1.774 -1.073
C -2.822 2.594 -1.873
C -4.231 1.990 -2.219
C -4.609 0.521 -1.824
C -3.522 -0.271 -1.032
C -2.125 0.345 -0.641
C -1.114 -0.556 0.215
O -0.400 -0.151 1.159
C -1.112 -2.123 -0.189
C -2.386 -2.684 -0.549
B -2.345 -4.262 -1.000
N -1.750 -5.291 -0.088
O -2.874 -4.585 -2.325
C -3.742 -1.799 -0.552
O -4.858 -2.248 -0.182
H 1.835 -0.564 0.100
H 1.903 -1.685 -1.438
H 3.425 -1.237 -0.508
H 3.357 1.145 -1.209
H 3.143 0.172 -2.818
H 0.577 0.547 -2.598
H 1.542 2.181 -2.727
H -0.468 3.184 0.134
H -0.173 3.222 -1.681
H -2.644 3.668 -2.226
H -5.038 2.580 -2.769
H -5.607 0.028 -2.073
H -0.135 -2.716 -0.213
H -1.786 -6.207 -0.581
H -0.733 -5.066 -0.027
H -2.462 -3.962 -2.976
C 1.436 7.585 1.833
C 2.133 6.386 2.456
O 1.360 5.257 2.050
S 0.732 5.544 0.581
O 1.577 4.924 -0.395
O -0.682 5.321 0.643
O 1.005 7.144 0.546
H 0.552 7.872 2.409
H 2.101 8.445 1.738
H 2.178 6.450 3.543
H 3.144 6.265 2.057
C 1.207 -5.895 2.082
C 1.253 -4.838 3.175
O 2.556 -4.263 3.079
S 3.034 -4.285 1.528
O 2.764 -2.999 0.956
O 4.319 -4.912 1.460
O 1.916 -5.328 0.978
H 1.729 -6.805 2.390
H 0.185 -6.143 1.791
H 1.090 -5.259 4.167
H 0.520 -4.047 2.991

Atomic partial charges in e from the Mulliken method, atoms 1 to 8: -0.58 -0.73 -0.28 -0.27 -0.55 0.68 -0.74 -0.49



# 5
Below is C18H24ClF3N2O3S as an isolated structure, with properties calculated with ωB97M-V/def2-TZVPD.

Calculated values
E = -2192.86267 hartree
charge = 0
relative energy (zero: lowest compared OMol25 entry of this formula, charge and spin) = 399.5 kcal/mol
max |F| = 19.11 eV/Å
E_HOMO = -8.06 eV

Atoms and positions in Å:
O -1.168 -2.456 1.264
S -1.792 -1.256 1.031
O -2.023 -0.465 2.261
N -0.815 -0.441 -0.136
H -0.257 -1.179 -0.881
C 0.004 0.876 0.177
H -0.225 1.784 -0.569
H -0.391 0.990 1.206
C 1.578 0.579 0.372
N 2.065 0.784 -1.030
C 3.576 0.506 -0.886
H 4.198 0.846 -0.164
C 4.059 1.067 -2.577
O 3.383 0.607 -3.412
C 2.068 0.661 -3.443
H 1.615 0.439 -4.284
C 1.398 0.235 -2.267
H 0.391 0.457 -2.152
H 1.545 -1.039 -2.051
H 1.779 1.959 -3.346
H 5.187 0.872 -2.517
H 3.951 2.391 -2.211
H 3.713 -0.542 -1.014
C 1.999 2.045 1.268
H 3.149 1.679 1.231
C 1.545 1.777 2.681
C 2.093 0.543 3.106
C 1.469 -0.743 2.699
C 1.942 -0.514 1.065
H 1.404 -1.444 0.541
H 2.990 -0.826 1.124
H 0.474 -0.746 2.595
H 1.798 -1.607 3.032
H 1.850 0.487 4.213
H 3.225 0.483 3.165
H 0.495 1.879 3.005
H 2.104 2.496 3.145
H 1.503 3.024 0.800
C -3.229 -1.487 0.278
C -3.678 -2.672 0.565
C -5.120 -2.981 -0.147
C -5.657 -1.931 -0.692
C -5.133 -0.838 -1.043
C -3.942 -0.492 -0.611
C -3.342 0.782 -0.696
F -2.695 0.801 -1.808
F -2.999 1.457 0.208
F -4.579 1.686 -1.298
H -5.785 -0.301 -1.499
Cl -7.142 -2.518 -1.390
H -5.403 -4.177 0.088
H -3.173 -3.540 1.001

Atomic partial charges in e from the Mulliken method, atoms 1 to 8: -0.78 1.65 -0.70 0.09 0.29 -2.27 0.15 0.76



# 6
Below is C18H24ClN6O6Pt as an isolated structure, with properties calculated with ωB97M-V/def2-TZVPD.

Calculated values
E = -2059.88313 hartree
charge = -1
relative energy (zero: lowest compared OMol25 entry of this formula, charge and spin) = 35.4 kcal/mol
max |F| = 1.50 eV/Å
E_HOMO = -3.68 eV

Atoms and positions in Å:
Pt -0.014 1.434 1.463
N -1.044 1.065 3.176
C -0.183 0.831 4.381
C 0.758 2.052 4.511
O 0.729 2.696 5.580
N 1.353 2.260 3.368
C 1.652 3.616 3.000
C 0.515 4.212 2.135
O 0.442 5.417 1.978
O -0.381 3.402 1.593
H -1.585 1.913 3.337
H -1.689 0.294 3.037
H 0.353 -0.106 4.232
H -0.794 0.769 5.283
H 2.559 3.661 2.386
H 1.784 4.301 3.841
C 2.175 -2.084 -2.355
C 1.962 -3.376 -1.570
C 0.550 -3.913 -1.778
C 2.289 -3.205 -0.082
N 1.398 -2.264 0.579
C 1.465 -0.934 0.610
N 0.370 -0.510 1.196
N -0.355 -1.590 1.537
N 0.262 -2.653 1.171
H 2.000 -2.260 -3.417
H 3.191 -1.699 -2.240
H 1.477 -1.302 -2.046
H 2.679 -4.123 -1.926
H -0.198 -3.193 -1.441
H 0.389 -4.846 -1.234
H 0.365 -4.095 -2.837
H 3.304 -2.829 0.046
H 2.195 -4.148 0.453
H 2.225 -0.299 0.189
C -3.431 0.069 -0.193
C -2.602 -0.218 -1.408
C -2.645 -1.437 -2.060
C -1.849 -1.670 -3.174
Cl -1.962 -3.209 -4.001
C -0.983 -0.703 -3.637
C -0.923 0.528 -2.990
C -1.738 0.779 -1.890
O -1.779 1.944 -1.213
C -0.776 2.910 -1.490
C 0.660 2.438 -1.251
O 1.512 2.797 -2.048
O 0.925 1.656 -0.250
H -4.034 -0.796 0.083
H -4.086 0.925 -0.364
H -2.771 0.344 0.633
H -3.307 -2.216 -1.701
H -0.361 -0.896 -4.500
H -0.236 1.280 -3.354
H -0.970 3.748 -0.822
H -0.846 3.235 -2.530

Atomic partial charges in e from the Mulliken method, atoms 1 to 8: 1.51 -0.63 -0.57 0.53 -0.80 -0.52 -0.63 0.66



# 7
Below is C18H24CrN3O6S as an isolated structure, with properties calculated with ωB97M-V/def2-TZVPD.

Calculated values
E = -2758.89444 hartree
charge = -1
2S+1 = 5
relative energy (zero: lowest compared OMol25 entry of this formula, charge and spin) = 5.3 kcal/mol
max |F| = 0.83 eV/Å
E_HOMO (alpha / beta) = -3.77 / -5.22 eV

Atoms and positions in Å:
Cr 0.587 -1.440 0.570
O -0.040 -3.550 1.958
C 1.232 -3.958 2.428
C 2.307 -3.908 1.355
N 2.445 -2.579 0.738
C 3.423 -1.725 1.441
C 2.808 -0.448 2.074
O 3.572 0.268 2.706
O 1.553 -0.284 1.893
C 2.694 -2.737 -0.711
C 1.420 -3.338 -1.355
O 1.537 -4.173 -2.240
O 0.328 -2.899 -0.840
H -0.199 -3.926 1.078
H 1.197 -4.981 2.823
H 1.473 -3.280 3.250
H 2.054 -4.629 0.573
H 3.255 -4.231 1.800
H 4.225 -1.418 0.768
H 3.884 -2.269 2.267
H 3.553 -3.384 -0.917
H 2.874 -1.754 -1.148
C -1.586 4.003 -2.619
C -2.045 2.553 -2.729
N -0.908 1.642 -2.729
C -0.411 1.220 -4.027
C -1.075 -0.074 -4.489
C -0.422 1.127 -1.561
S 1.019 0.210 -1.602
N -1.100 1.494 -0.475
C -1.213 0.864 0.675
O -1.040 -0.365 0.897
C -1.692 1.694 1.820
C -2.287 2.938 1.628
C -2.721 3.681 2.714
C -2.552 3.196 4.004
C -1.946 1.962 4.201
C -1.522 1.214 3.115
H -2.437 4.687 -2.651
H -0.908 4.255 -3.436
H -1.056 4.141 -1.676
H -2.608 2.396 -3.652
H -2.696 2.306 -1.894
H 0.665 1.082 -3.965
H -0.613 2.026 -4.737
H -0.829 -0.876 -3.792
H -0.724 -0.355 -5.483
H -2.161 0.039 -4.523
H -2.403 3.307 0.618
H -3.192 4.644 2.553
H -2.887 3.782 4.851
H -1.801 1.589 5.207
H -1.032 0.259 3.245

Atomic partial charges in e from the Mulliken method, atoms 1 to 8: 0.80 -0.48 -0.57 -1.08 0.52 -0.72 0.46 -0.75



# 8
Below is C18H24FN3O5Y as an isolated structure, with properties calculated with ωB97M-V/def2-TZVPD.

Calculated values
E = -1378.07459 hartree
charge = +3
relative energy (zero: lowest compared OMol25 entry of this formula, charge and spin) = 0.0 kcal/mol
max |F| = 5.04 eV/Å
E_HOMO = -16.38 eV

Atoms and positions in Å:
Y 4.129 3.183 0.501
F 1.379 -3.256 -0.869
C 0.690 -2.142 -0.554
C 1.476 -0.995 -0.347
C 0.887 0.237 0.108
C 1.626 1.390 0.310
O 3.000 1.253 0.418
C 0.945 2.604 0.545
C -0.402 2.590 0.847
N -1.140 1.433 0.806
C -2.487 1.392 1.416
C -3.740 1.404 0.573
C -3.478 2.577 1.420
C -0.560 0.246 0.301
C -1.346 -0.886 0.087
C -0.732 -2.011 -0.551
N -1.462 -3.126 -0.913
C -1.116 -3.887 -2.174
C -2.322 -3.916 -3.115
N -3.601 -4.264 -2.432
C -3.890 -3.287 -1.329
C -2.737 -3.504 -0.353
C 1.958 3.740 0.440
O 2.461 4.131 1.559
O 2.465 4.027 -0.656
H 2.564 -1.117 -0.363
H -0.805 3.650 1.064
H -2.628 0.859 2.337
H -4.414 0.638 0.934
H -3.663 1.504 -0.458
H -4.079 2.621 2.334
H -3.254 3.449 0.864
H -2.292 -1.043 0.642
H -0.844 -4.905 -1.867
H -0.238 -3.480 -2.719
H -2.094 -4.696 -3.913
H -2.362 -2.936 -3.560
H -3.497 -5.220 -2.027
H -4.256 -4.304 -3.204
H -4.885 -3.519 -0.849
H -3.739 -2.268 -1.634
H -2.799 -4.577 -0.073
H -2.763 -2.892 0.556
C 7.139 3.556 1.153
O 5.997 4.472 1.197
H 7.382 3.291 2.215
H 8.013 4.030 0.676
H 6.740 2.703 0.545
H 6.186 5.428 1.116
O 4.432 2.144 2.739
H 3.931 2.518 3.549
H 4.224 1.161 2.706

Atomic partial charges in e from the Mulliken method, atoms 1 to 8: 1.30 -0.29 0.11 -1.10 -0.01 1.74 -0.92 -0.17